# C5H13NOSi

2 unconnected molecules or ions with the total composition C5H13NOSi at a distorted geometry (ωB97M-V/def2-TZVPD, the OMol25 dataset).

Calculated values
HOMO, eV: -7.654
Energy relative to the best compared isomer or geometry (same formula, charge and spin), kcal per mole: 120.7
SMILES string: C/C=[SiH]/OC.C=NC
Net charge: 0
HOMO-LUMO gap, Ha: 0.3078

Last columns: bonded neighbours and bond lengths (Å).
CARTESIAN COORDINATES (ANGSTROEM)
1 C -1.05696 3.02821 -0.17638  C2 1.537, H6 1.070, H7 1.156, H8 1.138
2 C -0.29496 1.85900 0.46677  C1 1.537, Si3 1.768, H9 1.051
3 Si 1.14834 1.10030 -0.21549  C2 1.768, O4 1.594, H10 1.391
4 O 2.23033 0.09868 0.39140  Si3 1.594, C5 1.429
5 C 2.30266 -0.73710 1.54784  O4 1.429, H11 1.025, H12 1.067, H13 1.079
6 H -0.29795 3.72438 -0.46531  C1 1.070
7 H -1.87882 3.34719 0.57161  C1 1.156
8 H -1.78461 2.66440 -0.97282  C1 1.138
9 H -0.28332 1.81963 1.51688  C2 1.051
10 H 1.62613 1.10533 -1.52237  Si3 1.391
11 H 2.34024 -0.17534 2.40424  C5 1.025
12 H 3.14768 -1.38223 1.45782  C5 1.067
13 H 1.37748 -1.28373 1.64674  C5 1.079
14 C -0.70785 -1.90523 -2.02326  N15 1.232, H17 1.120, H18 1.149
15 N -1.26130 -2.56458 -1.14203  C14 1.232, C16 1.439
16 C -1.41013 -1.92762 0.14015  N15 1.439, H19 1.113, H20 1.124, H21 1.159
17 H -0.31079 -0.86966 -1.86912  C14 1.120
18 H -0.59823 -2.59333 -2.93648  C14 1.149
19 H -0.68010 -2.29128 0.89700  C16 1.113
20 H -1.08227 -0.87612 -0.08640  C16 1.124
21 H -2.52557 -2.14091 0.36920  C16 1.159